No. 1
Molecular formula: C6H8NS2
Method: DFT, the ωB97M-V functional and the def2-TZVPD basis

```
17
Properties=species:S:1:pos:R:3
C -1.420 1.873 0.423
C -2.726 1.934 -0.068
C -0.728 0.735 0.029
C -1.529 -0.110 -0.842
C -1.158 -1.323 -1.229
C 1.822 -0.729 0.020
N 2.816 -1.123 0.949
S -3.093 0.584 -1.090
S 0.793 0.668 0.758
H -0.975 2.436 1.220
H -3.361 2.739 -0.012
H -1.845 -1.909 -1.836
H -0.182 -1.689 -0.999
H 2.427 -0.234 -0.842
H 2.726 -0.711 1.904
H 3.742 -0.930 0.535
H 2.691 -2.211 1.081
```

Results
- multiplicity = 1
- E_HOMO (alpha / beta) (Eh) = -0.412 / -0.412
- LUMO level (alpha / beta) (eV) = -5.28 / -5.28
- total energy (eV) = -29501.581
- HOMO-LUMO gap (alpha / beta) (Ha) = 0.2176 / 0.2177
- net charge = +1
- relative energy (zero: lowest compared OMol25 entry of this formula, charge and spin) (eV) = 3.0003

=====

No. 2
Molecular formula: C9H13FNO
Method: DFT, the ωB97M-V functional and the def2-TZVPD basis

```
25
Properties=species:S:1:pos:R:3
C 2.109 -1.653 0.400
C 2.038 -0.703 -0.664
C 0.942 -2.203 0.894
C 0.949 -0.080 -1.023
C -0.391 -1.821 0.349
C -0.332 -0.360 -0.142
C -0.049 2.787 1.809
C -1.616 -0.283 -1.449
C -0.353 0.648 0.934
N -1.507 0.951 -2.130
O -0.087 1.887 0.740
F -0.727 0.237 2.117
H 3.021 -2.095 0.750
H 2.939 -0.564 -1.219
H 0.771 -3.140 1.419
H 0.826 0.576 -1.776
H -1.236 -1.906 1.071
H 0.998 2.907 1.889
H -0.457 2.387 2.709
H -0.478 3.739 1.548
H -1.331 -1.034 -2.096
H -2.651 -0.524 -0.885
H -1.937 1.805 -1.751
H -0.954 0.900 -2.987
H -0.486 -2.458 -0.508
```

Results
- multiplicity = 1
- E_HOMO (alpha / beta) (Eh) = -0.450 / -0.450
- LUMO level (alpha / beta) (eV) = -4.52 / -4.52
- total energy (eV) = -15788.603
- HOMO-LUMO gap (alpha / beta) (Ha) = 0.2840 / 0.2840
- net charge = +1
- relative energy (zero: lowest compared OMol25 entry of this formula, charge and spin) (eV) = 3.4379

=====

No. 3
Molecular formula: C29H59N2O8PS2
Method: DFT, the ωB97M-V functional and the def2-TZVPD basis

```
101
Properties=species:S:1:pos:R:3
C 7.162 -2.691 2.625
C 6.889 -2.042 1.222
C 5.470 -2.349 0.633
C 4.445 -1.454 1.446
C 5.077 -3.856 0.619
C 3.511 -4.026 0.429
C 2.930 -3.242 -0.792
C 3.229 -5.564 0.404
P 1.477 -6.015 0.937
O 1.314 -5.524 2.538
O 0.419 -5.204 -0.062
S 1.281 -7.954 0.815
O 3.434 -6.197 -0.864
S 4.910 -5.819 -1.500
O 5.665 -7.047 -1.862
O 4.642 -5.063 -2.758
C 5.920 -4.787 -0.321
C 7.037 -4.146 -1.196
C 8.443 -4.501 -0.564
O 8.947 -5.725 -1.051
H 6.190 -2.935 3.095
H 7.662 -1.937 3.265
H 7.827 -3.572 2.596
H 7.705 -2.242 0.495
H 6.935 -0.944 1.382
H 5.426 -1.985 -0.417
H 4.922 -0.560 1.878
H 3.625 -1.125 0.777
H 4.052 -2.074 2.277
H 5.239 -4.218 1.663
H 2.982 -3.648 1.329
H 3.688 -2.798 -1.458
H 2.283 -2.418 -0.395
H 2.245 -3.869 -1.399
H 3.893 -6.085 1.137
H 2.094 -5.880 2.978
H -0.141 -4.672 0.523
H 6.416 -5.549 0.319
H 7.047 -4.674 -2.175
H 6.926 -3.078 -1.429
H 9.129 -3.646 -0.728
H 8.281 -4.540 0.540
H 8.829 -6.372 -0.358
C -1.541 0.141 -3.453
C -1.302 -0.385 -2.021
C -2.551 -0.108 -1.174
C -2.725 1.373 -0.850
C -1.465 1.943 -0.208
C -0.170 1.636 -0.977
N -0.080 0.220 -1.425
O 0.262 -0.507 -0.386
C -0.037 2.567 -2.200
C 1.019 2.031 -0.081
C -1.133 -1.901 -2.216
H -2.191 -0.536 -4.009
H -2.039 1.108 -3.489
H -0.604 0.216 -4.010
H -2.498 -0.671 -0.235
H -3.442 -0.471 -1.694
H -2.979 1.942 -1.748
H -3.567 1.498 -0.165
H -1.580 3.025 -0.095
H -1.391 1.541 0.808
H 0.824 2.284 -2.810
H 0.117 3.599 -1.881
H -0.918 2.585 -2.837
H 0.977 1.551 0.897
H 1.017 3.107 0.098
H 1.970 1.772 -0.551
H -0.285 -2.115 -2.870
H -2.026 -2.324 -2.678
H -0.983 -2.437 -1.278
C -5.821 6.897 -0.115
C -5.944 5.366 -0.273
C -7.404 5.012 -0.582
C -8.321 5.195 0.625
C -7.792 4.426 1.833
C -6.311 4.687 2.148
N -5.445 4.662 0.939
O -5.245 3.404 0.617
C -6.143 6.043 2.866
C -5.860 3.655 3.199
C -5.066 5.055 -1.496
H -5.839 7.388 -1.089
H -6.637 7.349 0.446
H -4.880 7.173 0.366
H -7.472 3.974 -0.923
H -7.768 5.627 -1.409
H -8.433 6.254 0.873
H -9.322 4.834 0.377
H -8.403 4.669 2.707
H -7.943 3.358 1.647
H -5.087 6.284 2.997
H -6.594 6.008 3.860
H -6.624 6.873 2.355
H -6.058 2.631 2.883
H -6.403 3.805 4.133
H -4.794 3.750 3.413
H -4.032 5.361 -1.317
H -5.428 5.600 -2.369
H -5.067 3.999 -1.765
```

Results
- multiplicity = 3
- E_HOMO (alpha / beta) (Eh) = -0.325 / -0.325
- LUMO level (alpha / beta) (eV) = 0.06 / -0.15
- total energy (eV) = -81345.511
- HOMO-LUMO gap (alpha / beta) (Ha) = 0.3269 / 0.3197
- net charge = 0

=====

No. 4
Molecular formula: C3H2N2O2
Method: DFT, the ωB97M-V functional and the def2-TZVPD basis

```
9
Properties=species:S:1:pos:R:3
C 1.316 -1.454 0.528
C -0.527 -0.160 0.318
C 0.842 -0.173 0.430
N 1.563 -2.594 0.482
N -1.312 0.963 0.178
O -0.705 1.648 -1.873
O -1.322 1.791 -0.753
H -1.235 -0.900 0.351
H 1.380 0.878 0.339
```

Results
- multiplicity = 1
- E_HOMO (alpha / beta) (Eh) = -0.380 / -0.374
- LUMO level (alpha / beta) (eV) = -1.92 / -1.89
- total energy (eV) = -10210.237
- HOMO-LUMO gap (alpha / beta) (Ha) = 0.3092 / 0.3048
- net charge = 0
- relative energy (zero: lowest compared OMol25 entry of this formula, charge and spin) (eV) = 7.9523

=====

No. 5
Molecular formula: C52H49I2N5O17
Method: DFT, the ωB97M-V functional and the def2-TZVPD basis

```
125
Properties=species:S:1:pos:R:3
H 4.543 -0.283 -0.682
N 3.720 0.069 -0.190
C 3.146 0.926 -0.913
N 3.705 1.269 -2.177
N 1.957 1.649 -0.560
C 1.022 0.875 0.282
C -0.260 0.404 -0.452
C -0.954 1.543 -1.256
C -1.886 1.041 -2.385
C -1.123 0.413 -3.636
C -1.700 -1.039 -3.674
C -0.948 -2.036 -4.583
O -1.117 -2.103 -5.720
I 0.483 -3.475 -3.765
C 0.428 0.583 -3.577
O 1.243 -0.209 -3.299
N 0.651 1.957 -3.904
C -0.503 2.580 -4.541
C -1.187 3.757 -3.848
C -0.605 4.536 -2.960
O 0.054 3.234 -5.752
N 1.414 3.580 -5.608
O 1.542 4.721 -5.386
C -1.356 1.296 -4.906
O -0.483 0.662 -5.854
C -2.818 1.519 -5.360
C -3.150 0.838 -6.704
C -2.725 1.760 -7.911
I -5.302 0.517 -6.936
H 3.146 1.977 -2.638
H 3.853 0.449 -2.752
H 2.279 2.447 -0.013
H 0.677 1.562 1.084
H 1.457 0.006 0.799
H -0.061 -0.458 -1.117
H -0.974 0.080 0.330
H -1.606 2.075 -0.529
H -0.209 2.280 -1.576
H -2.561 1.847 -2.721
H -2.555 0.292 -1.925
H -2.745 -0.951 -4.029
H -1.718 -1.486 -2.666
H 1.110 2.456 -3.147
H -2.219 4.012 -4.118
H 0.325 4.279 -2.442
H -1.064 5.514 -2.777
H -0.594 1.064 -6.729
H -3.533 1.220 -4.571
H -2.978 2.605 -5.495
H -2.682 -0.152 -6.819
H -3.596 2.240 -8.378
H -2.068 2.565 -7.522
H -2.136 1.195 -8.655
O 1.693 4.012 6.426
C 1.519 3.022 5.745
C 0.291 2.202 5.877
C 0.104 1.115 5.131
C 1.113 0.681 4.139
O 0.943 -0.309 3.457
C 2.342 1.500 4.004
C 2.530 2.587 4.749
H -0.435 2.534 6.607
H -0.784 0.503 5.214
H 3.068 1.165 3.272
H 3.419 3.199 4.667
O -1.393 -1.549 6.496
C -1.563 -2.540 5.811
C -2.790 -3.361 5.942
C -2.977 -4.446 5.195
C -1.965 -4.877 4.199
O -2.139 -5.866 3.516
C -0.739 -4.056 4.068
C -0.554 -2.970 4.817
H -3.517 -3.030 6.674
H -3.865 -5.060 5.276
H -0.012 -4.387 3.337
H 0.334 -2.357 4.735
O -7.401 2.489 2.377
C -6.847 2.315 1.313
C -6.501 3.455 0.430
C -5.894 3.263 -0.739
C -5.538 1.903 -1.207
O -4.982 1.729 -2.273
C -5.883 0.764 -0.325
C -6.489 0.954 0.844
H -6.768 4.441 0.788
H -5.634 4.082 -1.398
H -5.615 -0.222 -0.684
H -6.749 0.135 1.502
O 1.087 -6.145 2.421
C 0.914 -7.135 1.737
C -0.313 -7.956 1.868
C -0.498 -9.042 1.120
C 0.511 -9.473 0.124
O 0.341 -10.461 -0.560
C 1.738 -8.650 -0.006
C 1.924 -7.565 0.742
H -1.040 -7.626 2.600
H -1.386 -9.655 1.201
H 2.465 -8.980 -0.738
H 2.813 -6.951 0.661
O 7.027 3.236 -8.033
C 6.842 2.578 -7.031
C 7.953 2.264 -6.101
C 7.750 1.541 -5.002
C 6.405 1.019 -4.662
O 6.220 0.361 -3.660
C 5.294 1.332 -5.592
C 5.496 2.056 -6.691
H 8.927 2.654 -6.365
H 8.548 1.301 -4.311
H 4.318 0.943 -5.329
H 4.698 2.296 -7.381
O 3.077 -0.335 11.907
C 2.214 0.099 11.173
C 2.068 1.555 10.933
C 1.120 2.030 10.129
C 0.171 1.124 9.440
O -0.692 1.555 8.705
C 0.316 -0.332 9.679
C 1.265 -0.807 10.482
H 2.771 2.201 11.444
H 0.997 3.089 9.941
H -0.387 -0.976 9.165
H 1.388 -1.866 10.669
```

Results
- multiplicity = 1
- E_HOMO (Eh) = -0.339
- LUMO level (eV) = -1.95
- total energy (eV) = -113166.540
- HOMO-LUMO gap (Ha) = 0.2678
- net charge = 0

=====

No. 6
Molecular formula: C13H16MgN2PSe
Method: DFT, the ωB97M-V functional and the def2-TZVPD basis

```
34
Properties=species:S:1:pos:R:3
C -2.102 -0.345 -0.670
C -1.556 -1.218 -1.635
C -0.846 -0.452 -2.592
C -1.004 0.913 -2.291
C -1.721 1.008 -1.038
Mg 0.144 0.808 0.337
P 0.088 -1.028 2.173
H -2.824 -0.598 0.104
H -1.700 -2.296 -1.669
H -0.341 -0.836 -3.467
H -2.173 1.922 -0.646
H -0.709 1.766 -2.908
H 1.197 -1.805 2.647
H -0.954 -2.014 2.252
H -0.204 -0.286 3.371
C 3.288 3.821 0.922
N 3.658 2.425 0.997
C 3.185 1.432 0.183
Se 2.039 1.674 -1.262
N 3.818 0.294 0.609
C 4.752 0.576 1.603
C 5.741 -0.211 2.189
C 6.614 0.448 3.081
C 6.510 1.832 3.334
C 5.517 2.613 2.704
C 4.647 1.931 1.855
H 2.959 4.162 1.913
H 2.473 3.930 0.196
H 4.151 4.427 0.611
H 3.702 -0.611 0.158
H 5.794 -1.274 1.944
H 7.399 -0.116 3.592
H 7.215 2.300 4.026
H 5.404 3.687 2.837
```

Results
- multiplicity = 1
- E_HOMO (alpha / beta) (Eh) = -0.032 / -0.044
- LUMO level (alpha / beta) (eV) = 2.80 / 3.05
- total energy (eV) = -96798.913
- HOMO-LUMO gap (alpha / beta) (Ha) = 0.1348 / 0.1564
- net charge = -1
- relative energy (zero: lowest compared OMol25 entry of this formula, charge and spin) (eV) = 0.0000

=====

Q: The lowest net charge belongs to which entry?
A: C13H16MgN2PSe

=====

Q: Which value of total energy does entry 6 give?
A: -96798.913 eV

=====

Q: Look up the total energy of the second one.
A: -15788.603 eV